1:
This record from the Open Molecules 2025 dataset describes a cluster of 2 separate species, C2F2O2 in total. The level of theory is the ωB97M-V functional and the def2-TZVPD basis.

The geometry in ORCA input format:
```
! RIJCOSX wB97M-V def2-TZVPD def2/J DEFGRID3
* xyz 0 1
C -0.07 -0.56 0.41
C -0.09 1.65 0.16
O -0.38 0.50 0.16
O 0.91 -1.19 0.27
F -0.99 -2.18 0.33
F 0.93 1.92 -0.82
*
```

The value obtained for the gap between HOMO and LUMO is 9.57 eV. The calculation puts the LUMO energy at -2.1 eV. The value obtained for the HOMO energy is -11.6 eV.

Computed Löwdin charges, given in elementary charges:
1 C -0.3388
2 C 0.0700
3 O 0.2665
4 O 0.2489
5 F -0.2518
6 F 0.0053

2:
This record from the Open Molecules 2025 dataset describes the molecule C2F2O2. The level of theory is the ωB97M-V functional and the def2-TZVPD basis.

The geometry in ORCA input format:
```
! RIJCOSX wB97M-V def2-TZVPD def2/J DEFGRID3
* xyz 0 1
O -0.89 0.02 -1.51
C -0.56 0.34 -0.43
F -1.01 1.45 0.16
C 0.46 -0.38 0.42
O 0.38 -0.97 1.58
F 1.62 -0.46 -0.22
*
```

The value obtained for the gap between HOMO and LUMO is 11.29 eV. The calculation puts the LUMO energy at -0.9 eV. The value obtained for the HOMO energy is -12.2 eV. As for the SMILES: O=C(F)C(=O)F.

Computed Löwdin charges, given in elementary charges:
1 O 0.2326
2 C -0.3820
3 F 0.1528
4 C -0.2684
5 O 0.1114
6 F 0.1536

Relative energy of each structure, in eV: 1 7.747; 2 0.000.